Model A:
Computed, not measured: a 9-piece molecular cluster, C4H25N2O9S overall, with ωB97M-V/def2-TZVPD.

The orbital gap comes out at 6.37 eV. The value obtained for the LUMO energy is 2.569 eV. The net charge is -1.

Last column: natural (NBO) charge in e.
Geometry (Å):
C: 1.57496 -2.47097 0.78842  -0.43
N: 1.12300 -1.24247 0.02680  -0.66
C: 0.87999 -0.08076 0.86069  -0.17
C: 1.17656 0.10904 2.24099  -0.56
S: 2.72614 1.04841 2.50687  -0.09
C: 0.08315 0.91627 0.15926  0.53
N: -0.47432 2.12214 0.87090  -0.92
O: -0.43882 0.76415 -1.01833  -0.88
H: 0.67844 -3.03984 1.23417  0.16
H: 2.14671 -3.13305 0.05112  0.20
H: 2.21789 -2.09695 1.69436  0.20
H: 0.43117 -1.53963 -0.61778  0.37
H: -0.76973 -0.70137 -1.79890  0.49
H: 1.15318 -0.87068 2.84334  0.21
H: 0.40583 0.76780 2.85292  0.23
H: 0.26047 2.76158 1.28455  0.36
H: -1.05381 2.72505 0.27741  0.39
H: 1.78459 2.26111 -1.16661  0.45
H: 2.18829 2.28556 -2.52415  0.49
O: 2.46400 2.56384 -1.61409  -0.96
H: -1.87555 -1.61133 2.36308  0.46
H: -0.98034 -1.05725 3.55264  0.47
O: -1.83171 -1.15221 3.20520  -0.94
H: -2.60723 0.74338 0.98505  0.47
H: -2.56777 1.57640 2.07945  0.48
O: -3.08341 1.43960 1.31476  -0.93
H: -2.38256 -2.23087 0.90920  0.42
H: -2.41137 -1.84007 -0.38161  0.49
O: -3.07668 -2.20870 0.22393  -0.90
H: 1.63382 0.30293 -3.54933  0.49
H: 0.32868 0.88269 -2.96997  0.50
O: 1.07701 1.03213 -3.62727  -0.99
H: 2.27768 -1.73756 -2.15104  0.46
H: 2.72690 -0.54212 -1.51174  0.50
O: 2.83937 -1.02725 -2.36886  -0.96
H: -1.66764 -0.79501 -3.00711  0.47
H: 2.51250 1.97980 1.66391  0.11
O: -1.19132 -1.33776 -2.40626  -1.00
H: -3.19342 1.67551 -0.47715  0.47
H: -2.03157 1.26302 -1.43019  0.49
O: -3.05309 1.49547 -1.36865  -1.02

Model B:
Computed, not measured: a 9-piece molecular cluster, C4H25N2O9S overall, with ωB97M-V/def2-TZVPD.

The orbital gap comes out at 6.88 eV. The value obtained for the LUMO energy is 2.689 eV. The net charge is -1.

Last column: natural (NBO) charge in e.
Geometry (Å):
N: 0.19580 -0.78562 -0.34822  -0.88
C: 1.06787 0.31217 0.03500  -0.18
C: 1.81336 0.85062 -1.23062  -0.53
S: 3.37024 -0.13472 -1.31682  -0.71
C: 0.18421 1.45901 0.53996  0.69
N: 0.67174 2.45384 1.30113  -0.60
C: 2.09597 2.67266 1.56206  -0.43
O: -1.03903 1.46857 0.30818  -0.73
H: 0.36178 -1.13588 -1.28270  0.39
H: 0.37540 -1.51596 0.31757  0.38
H: 1.76488 0.06635 0.82282  0.23
H: 1.24031 0.63210 -2.12657  0.21
H: 2.14561 1.88358 -1.15723  0.20
H: 0.12052 3.19905 1.68713  0.40
H: 2.26718 2.51598 2.62948  0.20
H: 2.70990 1.95930 1.01025  0.24
H: 2.42317 3.67035 1.26559  0.20
H: 2.69332 -2.74329 0.21280  0.46
H: 3.82639 -1.76230 0.20789  0.50
O: 3.51398 -2.56605 0.67153  -1.00
H: -2.31634 1.46398 -2.28819  0.48
H: -1.22167 0.82932 -1.44310  0.51
O: -1.70437 0.72511 -2.28996  -1.01
H: -2.83686 -2.91111 0.56109  0.49
H: -3.10850 -3.63090 1.83828  0.46
O: -3.29412 -3.70766 0.89436  -0.97
H: -3.20066 -1.62547 -1.43460  0.49
H: -2.02045 -1.17757 -0.53022  0.50
O: -2.90603 -1.56978 -0.54587  -0.98
H: -3.08769 1.64042 0.32492  0.50
H: -4.07134 0.46079 0.03830  0.48
O: -3.97726 1.41728 0.03988  -0.98
H: -0.17283 -0.50818 2.40780  0.47
H: -1.30514 -0.87207 1.48349  0.47
O: -0.97861 -1.02655 2.36740  -0.95
H: 3.12094 -0.58574 2.34474  0.47
H: 2.42873 -1.94423 2.35232  0.50
O: 2.48870 -1.11340 2.83925  -0.97
H: -0.72748 1.14773 -4.87834  0.47
H: -1.55598 0.04498 -4.16755  0.50
O: -1.35564 0.44330 -5.02324  -0.97

What should be chosen as the most stable of them? Choose model B.

Model A:
Computed, not measured: one molecule with the formula CCl4, with ωB97M-V/def2-TZVPD.

The orbital gap comes out at 11.66 eV. The value obtained for the LUMO energy is 0.319 eV. The SMILES is ClC(Cl)(Cl)Cl.

Last column: natural (NBO) charge in e.
Geometry (Å):
Cl: 0.67775 -33.30781 -18.50393  0.07
C: -0.31336 -32.87708 -19.87905  -0.23
Cl: 0.57024 -33.25678 -21.38548  0.04
Cl: -1.80251 -33.83085 -19.87032  0.05
Cl: -0.68797 -31.16784 -19.84542  0.07

Model B:
Computed, not measured: CCl4 as an isolated structure, with ωB97M-V/def2-TZVPD.

The orbital gap comes out at 10.22 eV. The value obtained for the LUMO energy is -0.605 eV.

Last column: natural (NBO) charge in e.
Geometry (Å):
C: -0.11591 -0.08931 -0.00477  -0.16
Cl: 1.51110 0.93081 -0.54118  -0.09
Cl: -1.62875 1.01494 0.16033  0.03
Cl: -0.24857 -1.39576 -1.14351  0.11
Cl: 0.48213 -0.46067 1.52913  0.11

What should be chosen as the most stable of them? Choose model A.

Model A:
Computed, not measured: C4H7FO2 as an isolated structure, with ωB97M-V/def2-TZVPD.

The orbital gap comes out at 10.36 eV. The value obtained for the LUMO energy is 0.845 eV.

Last column: natural (NBO) charge in e.
Geometry (Å):
C: -1.78905 0.80373 0.04368  0.38
C: 1.63406 -0.81297 0.45169  -0.68
C: -0.71226 0.29357 -0.82617  0.01
C: 0.78753 0.42919 0.42835  0.23
O: -2.79105 0.20257 0.22664  -0.53
O: -0.82586 -1.02064 -1.27145  -0.71
F: 1.46491 1.53317 -0.01999  -0.36
H: -1.68587 1.85401 0.42822  0.12
H: 1.57861 -1.13648 1.46409  0.21
H: 1.29691 -1.50904 -0.18677  0.23
H: 2.65122 -0.60286 0.15809  0.23
H: -0.50429 1.03020 -1.56675  0.21
H: 0.34551 0.54479 1.45297  0.15
H: -1.45038 -1.60924 -0.78258  0.50

Model B:
Computed, not measured: one molecule with the formula C4H7FO2, with ωB97M-V/def2-TZVPD.

The orbital gap comes out at 11.09 eV. The value obtained for the LUMO energy is 0.991 eV. The SMILES is FC[C@H]1COCO1.

Last column: natural (NBO) charge in e.
Geometry (Å):
F: -0.90106 -1.39298 -1.00437  -0.36
C: -1.57217 -0.43328 -0.34901  0.03
C: -0.55505 0.52902 0.13892  0.02
C: 0.51432 -0.18916 1.07888  -0.09
O: 1.68508 0.31723 0.67925  -0.51
C: 1.46549 0.48056 -0.69329  0.22
O: 0.25427 1.10869 -0.86107  -0.50
H: -2.28630 0.01134 -1.06851  0.17
H: -2.09047 -0.90692 0.47173  0.17
H: -1.07663 1.23625 0.78523  0.18
H: 0.36011 0.12628 2.06589  0.19
H: 0.48959 -1.31237 0.93827  0.17
H: 2.23062 1.07749 -1.12086  0.18
H: 1.48223 -0.65214 -1.06106  0.13

What should be chosen as the most stable of them? Choose model B.

Model A:
Computed, not measured: one molecule with the formula C2H4BrNO3, with ωB97M-V/def2-TZVPD.

The orbital gap comes out at 9.67 eV. The value obtained for the LUMO energy is -0.915 eV. The SMILES is C[C@](O)(Br)[N+](=O)[O-].

Last column: natural (NBO) charge in e.
Geometry (Å):
C: 0.02489 1.11215 -0.63354  -0.76
C: -0.22891 0.02213 0.29750  0.45
O: -1.50294 -0.35225 0.39250  -0.66
Br: 0.68466 0.54328 2.25586  -0.16
N: 0.64083 -1.24537 0.05049  0.50
O: 1.64917 -1.10195 -0.56964  -0.32
O: 0.11667 -2.29979 0.37837  -0.39
H: -0.16296 2.19889 -0.32360  0.28
H: 1.05334 1.24178 -1.16262  0.29
H: -0.67278 1.13381 -1.57391  0.26
H: -1.60196 -1.25266 0.88861  0.53

Model B:
Computed, not measured: a 2-piece molecular cluster, C2H4BrNO3 overall, with ωB97M-V/def2-TZVPD.

The orbital gap comes out at 10.60 eV. The value obtained for the LUMO energy is 0.025 eV. The SMILES is CC(=O)Br.O=NO.

Last column: natural (NBO) charge in e.
Geometry (Å):
C: 0.08580 1.75243 0.51507  -0.75
C: -0.69162 0.92900 -0.46819  0.57
O: -0.34678 0.23298 -1.36779  -0.50
Br: -2.55264 0.76470 0.17842  -0.10
H: 0.96070 2.35215 0.15439  0.25
H: -0.65393 2.52023 0.86282  0.25
H: 0.18599 1.17478 1.42987  0.27
O: 1.44948 -2.51281 1.07294  -0.30
N: 0.63071 -2.09800 0.24461  0.34
O: 0.87121 -2.61280 -0.99412  -0.53
H: 0.06107 -2.50266 -1.62801  0.50

What should be chosen as the most stable of them? Choose model B.